Record 1
The following is a DFT calculation (the ωB97M-V functional and the def2-TZVPD basis) of C5H7OP as an isolated structure in a non-equilibrium geometry.

XYZ file:
```
14
Properties=species:S:1:pos:R:3:forces:R:3:lowdin_charge:R:1
C -1.381217 0.620313 -1.001147 1.8 0.6 0.0 -0.180
C -1.700361 0.740288 0.415907 -1.5 -0.2 0.2 -0.259
C -0.073629 0.594842 -1.370065 -0.5 0.6 2.3 -0.307
C -0.683568 0.719458 1.229443 3.5 0.5 1.5 -0.111
C 1.586951 -1.312082 0.342451 -1.2 -2.2 1.0 -0.206
O 2.209594 -0.077269 0.115885 0.1 -0.1 0.6 -0.490
P 1.217941 1.153493 -0.125543 -4.1 -0.1 1.1 1.008
H -2.174892 0.639488 -1.692253 -0.8 -0.3 -1.0 0.079
H -2.748263 0.770870 0.811376 0.9 -0.2 -0.7 0.109
H 0.254867 0.516677 -2.347615 0.3 -0.1 -2.0 0.025
H -0.712961 0.654114 2.361239 0.1 0.5 -1.6 0.061
H 0.812236 -1.463534 -0.454944 0.7 -0.2 0.7 0.078
H 1.036015 -1.450988 1.369718 1.0 0.9 -1.7 0.110
H 2.357292 -2.105667 0.345542 -0.4 0.4 -0.4 0.084
```
Forces are in eV/Å.

Computed properties:
HOMO energy = -8.53 eV
max |F| = 4.22 eV Å⁻¹
energy relative to the best compared isomer or geometry (same formula, charge and spin) = 220.2 kJ/mol
net charge = 0
LUMO energy = 0.4 eV
frontier orbital gap = 9.0 eV

Record 2
The following is a DFT calculation (the ωB97M-V functional and the def2-TZVPD basis) of a 2-piece molecular cluster, C7H16N2 overall in a non-equilibrium geometry.

XYZ file:
```
25
Properties=species:S:1:pos:R:3:forces:R:3:lowdin_charge:R:1
H 2.110820 -1.207568 1.082782 0.2 0.2 -0.2 0.076
N 1.241853 -1.011617 0.593778 0.1 -2.0 -1.4 0.064
C 1.339084 -1.074777 -0.700702 0.8 0.3 1.5 -0.459
N 2.537788 -1.039938 -1.349259 0.0 -0.2 -0.4 0.143
C 0.097873 -0.935317 -1.526923 -0.2 0.3 0.3 -0.125
C -0.489389 0.410528 -1.182521 -1.4 0.4 2.9 -0.151
C -1.962702 0.648180 -1.022972 -0.2 -0.2 -0.3 -0.165
C -1.411136 0.586958 0.361794 0.2 -0.5 -2.8 -0.261
C -1.714767 -0.570072 1.275330 -0.2 -0.2 -0.4 -0.094
H 3.397412 -0.999974 -0.826482 -0.1 -0.1 -0.1 0.102
H 2.590135 -1.163356 -2.345206 0.0 0.0 0.1 0.093
H 0.324807 -1.024928 -2.596274 -0.1 0.1 0.1 0.114
H -0.600112 -1.731278 -1.264925 0.0 0.0 0.0 0.121
H 0.181391 1.248981 -1.324562 -0.2 0.1 -0.1 0.119
H -2.603325 -0.180869 -1.316981 -0.1 0.1 -0.2 0.107
H -2.303347 1.627899 -1.344725 -0.2 -0.2 -0.1 0.102
H -1.436014 1.542395 0.862768 0.6 0.0 -0.3 0.091
H -1.205343 -1.476113 0.957255 0.0 -0.1 0.1 0.057
H -2.792273 -0.764826 1.289894 0.0 0.0 0.0 0.074
H -1.418941 -0.358105 2.300176 0.2 0.0 0.0 0.069
C 0.757224 1.530503 1.604979 1.9 -2.2 -0.1 -0.122
H 0.867503 0.328642 1.143458 -1.3 3.7 1.2 0.038
H 1.798705 1.631425 1.911824 0.2 0.5 0.4 -0.005
H 0.137883 1.632148 2.491310 -0.1 -0.2 0.1 0.009
H 0.554871 2.351079 0.926185 -0.1 -0.2 -0.4 0.006
```
Forces are in eV/Å.

Computed properties:
HOMO energy = -7.90 eV
max |F| = 4.13 eV Å⁻¹
energy relative to the best compared isomer or geometry (same formula, charge and spin) = 354.2 kJ/mol
net charge = 0
LUMO energy = 0.8 eV
structure (SMILES) = [H]/N=C(\N)C[C@H]1C[C@H]1C.C
frontier orbital gap = 8.7 eV

Record 3
The following is a DFT calculation (the ωB97M-V functional and the def2-TZVPD basis) of C26H26BrClCuNO10P as an isolated structure in a non-equilibrium geometry.

XYZ file:
```
67
Properties=species:S:1:pos:R:3:forces:R:3:mulliken_spin:R:1
Cu 0.206226 -0.202932 0.344824 0.2 0.2 0.0 0.767
O -1.774582 3.873963 -1.227194 -0.3 -0.1 -0.2 0.000
C -1.712008 2.548839 -1.022866 -0.1 0.1 0.0 -0.001
O -1.358005 1.753000 -1.844198 -0.1 -0.1 0.0 -0.001
C -2.167866 2.191771 0.367318 0.0 0.0 0.0 -0.002
C -3.203768 2.881692 0.975701 0.0 0.0 0.1 0.000
C -3.603178 2.477352 2.238708 0.0 0.0 -0.1 0.000
C -2.958821 1.413387 2.845313 0.0 -0.1 0.0 -0.001
C -1.928495 0.790750 2.160146 0.2 0.2 0.1 -0.004
N -1.545342 1.175412 0.949270 0.0 -0.1 0.0 0.001
C -1.189886 -0.421858 2.689310 -0.8 -0.6 -0.4 0.000
O -1.589535 -0.928968 3.862363 0.4 0.3 0.0 0.000
O -0.592611 -1.162329 1.920301 0.1 0.3 0.3 0.048
H -1.435810 4.038083 -2.122062 0.0 0.0 0.0 0.000
H -3.671151 3.714942 0.471924 0.0 0.0 0.0 0.000
H -4.412261 2.985589 2.745917 0.0 0.0 0.0 0.000
H -3.270258 1.072699 3.822403 0.0 0.0 0.0 0.000
H -1.661560 -0.217962 4.511602 0.0 0.1 0.0 0.002
C -1.734987 -1.323841 -3.446593 0.0 0.1 0.0 0.001
P -0.902621 -2.078358 -2.052320 0.0 0.3 0.0 0.002
C 0.777634 -2.407275 -2.563267 0.1 0.0 0.0 -0.001
C -1.674346 -3.673721 -1.769183 -0.1 0.0 0.0 0.001
O -1.053723 -1.209101 -0.824120 0.2 -0.3 0.0 0.037
H -1.766528 -1.989104 -4.309415 0.0 0.0 0.0 0.000
H -1.200022 -0.406207 -3.694766 0.0 0.0 0.0 0.000
H -2.746549 -1.059735 -3.137598 0.0 0.0 0.0 0.000
H 0.785580 -2.915336 -3.528888 0.0 0.0 0.0 0.000
H 1.262043 -3.036625 -1.814944 0.0 0.0 0.0 0.001
H 1.316216 -1.460413 -2.622185 0.0 0.0 -0.1 0.000
H -1.688086 -4.275477 -2.678297 0.0 0.0 0.0 0.000
H -2.693200 -3.512342 -1.417023 0.0 0.0 0.0 0.000
H -1.114244 -4.194987 -0.992764 0.0 0.0 0.0 0.000
C 4.452997 3.856740 3.223781 0.1 0.0 -0.1 0.000
C 4.429643 3.142702 1.898096 0.0 0.0 0.0 -0.001
C 4.770846 3.825688 0.732005 0.0 0.1 0.0 -0.001
C 4.823374 3.172770 -0.484207 0.0 0.0 0.1 0.000
Cl 5.302328 4.057296 -1.907920 0.0 0.0 0.0 0.000
C 4.522129 1.823952 -0.583159 0.2 0.0 0.0 0.000
C 4.171352 1.138496 0.566058 0.1 0.0 0.0 -0.002
C 4.126860 1.787493 1.792088 0.0 0.0 -0.1 0.000
O 3.869367 1.020146 2.910374 0.1 0.1 0.1 -0.001
C 2.671129 1.288268 3.602082 0.0 -0.1 -0.1 0.006
C 1.419042 0.884745 2.841292 -0.4 0.3 0.6 -0.004
O 0.343836 0.991305 3.477408 0.0 -0.2 -0.1 -0.001
O 1.562393 0.526582 1.649125 -0.3 -0.5 -0.6 0.060
H 5.089120 4.739524 3.163690 0.0 0.0 0.0 0.000
H 4.843875 3.208204 4.009183 0.0 0.0 0.0 0.000
H 3.456695 4.189503 3.521096 0.0 0.0 0.0 0.000
H 5.024284 4.877526 0.783160 0.0 0.0 0.0 0.000
H 4.547004 1.323465 -1.541607 0.0 0.0 0.0 0.000
H 3.907106 0.091089 0.527810 0.0 0.0 0.0 0.002
H 2.561040 2.340431 3.873462 0.0 0.0 0.0 0.000
H 2.695728 0.704854 4.520649 0.1 0.0 0.0 0.000
Br 0.001638 4.666390 1.786342 0.1 0.0 0.0 0.000
C 0.817055 4.256878 0.115976 0.1 0.0 0.1 -0.001
C 1.199677 5.277148 -0.735404 0.1 0.0 -0.1 0.000
C 1.800875 4.933960 -1.941809 -0.1 0.1 0.1 0.000
C 2.011270 3.604023 -2.275409 -0.2 -0.1 0.0 -0.001
C 1.607878 2.590082 -1.412622 0.0 0.1 -0.1 -0.001
C 1.006115 2.928392 -0.208323 0.2 0.0 0.1 -0.011
C 1.830776 1.152300 -1.837053 -0.4 0.0 -0.1 0.006
O 2.453157 0.942725 -2.869379 0.1 -0.1 0.0 0.006
O 1.325291 0.204521 -1.125616 0.1 0.1 0.1 0.081
H 1.040244 6.311510 -0.463389 0.0 0.0 0.0 0.000
H 2.119943 5.717063 -2.618323 0.0 0.0 0.0 0.000
H 2.490491 3.325868 -3.203596 0.0 0.0 0.0 0.000
H 0.709291 2.163050 0.490425 0.1 0.1 0.0 0.010
```
Forces are in eV/Å.

Computed properties:
HOMO energy (spin up / spin down) = -8.04 / -8.05 eV
max |F| = 1.08 eV Å⁻¹
energy relative to the best compared isomer or geometry (same formula, charge and spin) = 10.3 kJ/mol
net charge = 0
LUMO energy (spin up / spin down) = -0.3 / -0.3 eV
multiplicity = 2
frontier orbital gap (spin up / spin down) = 7.8 / 7.8 eV

Record 4
The following is a DFT calculation (the ωB97M-V functional and the def2-TZVPD basis) of C13H31CaN2O8P2S4 as an isolated structure.

XYZ file:
```
61
Properties=species:S:1:pos:R:3:forces:R:3:lowdin_charge:R:1
Ca 0.080422 1.499961 0.483744 0.7 -0.3 -0.1 1.243
C 1.331554 -2.452123 1.836761 0.0 0.0 0.0 -0.238
C 2.592999 -1.562108 1.731108 0.0 0.0 0.2 -0.210
N 2.359056 -0.252895 1.150227 -0.1 -0.2 0.2 -0.117
C 3.231439 0.785871 1.660048 0.0 0.0 0.1 -0.291
C 2.852309 1.217964 3.084294 0.1 0.0 -0.1 -0.467
S 1.070222 1.336301 3.370722 -0.2 0.0 0.1 0.886
C 0.739325 -0.296485 4.130809 0.0 0.0 0.0 -0.426
C -0.208013 -1.299973 3.450068 0.0 0.0 -0.1 -0.267
N 0.068085 -1.829206 2.133878 0.1 0.1 0.1 -0.064
H 1.530600 -3.211383 2.603805 0.0 0.0 0.0 0.111
H 1.217280 -2.993132 0.894055 0.0 0.1 0.1 0.053
H 3.361643 -2.125245 1.181718 0.0 0.0 0.0 0.113
H 3.004216 -1.404087 2.730639 0.0 0.0 0.0 0.090
H 2.366084 -0.232100 0.138078 0.1 0.1 0.0 0.061
H 3.135847 1.630802 0.978550 0.0 0.0 0.0 0.089
H 4.292050 0.486207 1.671003 0.0 0.0 0.0 0.116
H 3.267544 2.208481 3.278599 0.0 0.0 0.0 0.067
H 3.268549 0.554656 3.844280 0.0 0.0 0.0 0.060
H 0.302853 -0.076873 5.106529 0.0 0.0 0.0 0.068
H 1.715866 -0.744191 4.315286 0.0 0.0 0.0 0.053
H -1.194846 -0.844780 3.413673 -0.1 0.0 0.0 0.091
H -0.271828 -2.137898 4.159550 0.0 0.0 0.0 0.111
H -0.277362 -1.218015 1.407106 -0.1 0.0 0.0 0.043
C 1.290755 -0.825818 -2.782955 0.0 0.0 -0.1 -0.535
C 0.288227 0.034867 -3.547792 0.1 -0.1 0.0 -0.500
S -0.754218 1.064411 -2.489745 0.0 0.2 0.0 0.878
C -2.403080 0.721739 -3.133907 -0.1 0.0 0.1 -0.526
C -2.874891 -0.733398 -3.133798 0.0 0.0 0.0 -0.524
S -2.798540 -1.500158 -1.495928 0.0 0.0 0.0 0.881
C -1.932745 -3.048361 -1.827012 0.0 -0.1 0.0 -0.547
C -0.540856 -2.943292 -2.450711 -0.1 0.0 0.0 -0.523
S 0.618991 -1.917642 -1.512644 0.0 0.1 -0.1 0.895
H 1.892885 -1.395793 -3.494869 0.0 0.0 0.0 0.077
H 1.940843 -0.157339 -2.210050 0.0 0.0 0.0 0.035
H 0.853996 0.680132 -4.222561 0.0 0.0 0.0 0.076
H -0.365458 -0.574195 -4.172592 0.0 0.0 0.0 0.053
H -3.043657 1.329020 -2.490531 0.0 0.0 0.0 0.060
H -2.496435 1.122670 -4.146415 0.0 0.0 0.0 0.078
H -3.903320 -0.757184 -3.499599 0.0 0.0 0.0 0.069
H -2.285256 -1.331843 -3.829006 0.0 0.0 0.0 0.053
H -1.860498 -3.514231 -0.841736 0.0 0.0 0.0 0.070
H -2.543164 -3.708795 -2.448342 0.0 0.0 0.0 0.071
H -0.134489 -3.952873 -2.542559 0.0 0.0 0.0 0.069
H -0.606202 -2.544201 -3.462321 0.0 0.0 0.0 0.054
O -2.648369 3.572275 -1.241892 0.0 0.0 -0.1 -0.169
P -2.446784 3.660655 0.373199 0.0 -0.1 0.0 0.178
O -3.175769 4.834081 0.880414 0.0 0.0 0.0 -0.299
O -0.970432 3.450180 0.615738 -0.2 0.0 -0.1 -0.459
O -3.195120 2.271668 0.787287 -0.2 0.2 0.0 -0.276
P -2.700022 1.046657 1.715238 0.0 -0.1 0.2 0.141
O -4.055405 0.184419 1.813523 0.0 0.0 0.0 -0.126
O -2.262291 1.494267 3.051043 0.0 0.0 0.0 -0.293
O -1.718367 0.241131 0.876276 -0.1 0.2 0.2 -0.513
H -3.322237 4.215115 -1.485211 0.0 0.0 0.0 0.063
H -4.127278 -0.389536 1.041738 0.0 0.0 0.0 0.040
C 2.495266 2.481622 -1.498006 0.0 -0.1 -0.1 -0.303
O 1.850803 1.439935 -0.846753 0.0 0.5 -0.3 -0.601
H 3.397364 2.145529 -2.041636 0.0 0.0 0.0 0.060
H 2.841994 3.278974 -0.814844 0.0 0.0 0.0 0.059
H 1.857868 2.985558 -2.245592 0.0 0.0 0.0 0.058
```
Forces are in eV/Å.

Computed properties:
HOMO energy = -5.73 eV
max |F| = 0.81 eV Å⁻¹
energy relative to the best compared isomer or geometry (same formula, charge and spin) = 89.1 kJ/mol
net charge = -1
LUMO energy = 2.2 eV
frontier orbital gap = 7.9 eV